ORCA calculation (ωB97M-V with the def2-TZVPD basis set) on one molecule with the formula C15H14N4OS.

Each line ends with the Mulliken charge.
Positions of all 35 atoms, in Å:
N  0.800  0.222  3.497  -0.359
O  0.528  -2.867  -0.601  -0.625
C  -0.013  -0.487  3.687  0.161
N  -1.946  -0.135  1.590  -0.446
N  0.228  0.425  -1.846  -0.679
S  -0.988  -2.471  2.204  -0.130
C  0.398  -1.653  -0.719  -0.023
C  -1.166  -1.045  1.189  0.339
C  -0.514  0.376  -0.767  0.352
C  -3.369  3.144  0.810  -0.447
C  -2.640  3.455  -0.393  -0.555
C  -3.066  1.953  1.504  -0.244
C  -1.632  2.637  -0.840  -0.586
C  -2.097  1.093  1.040  0.084
C  -1.396  1.408  -0.215  0.503
N  -0.440  -0.815  -0.030  0.223
C  -0.868  -1.676  3.817  -0.338
C  3.171  -0.008  -1.150  -1.373
C  3.180  -2.164  -2.343  -1.296
C  0.932  -0.908  -2.008  0.315
C  2.442  -0.864  -2.223  0.303
H  -4.133  3.900  1.269  0.272
H  -2.995  4.305  -0.902  0.440
H  -3.617  1.591  2.403  0.363
H  -1.254  2.685  -1.858  0.411
H  -0.635  -2.325  4.663  0.423
H  -1.878  -1.295  3.975  0.244
H  2.471  0.771  -0.846  0.366
H  4.168  0.493  -1.420  0.349
H  3.316  -0.569  -0.204  0.309
H  4.219  -1.958  -2.680  0.387
H  3.071  -2.667  -1.374  0.314
H  2.765  -2.936  -3.127  0.287
H  0.438  -1.361  -2.898  0.352
H  2.515  -0.251  -3.203  0.305

Summary:
Max |F| = 0.15510 Eh/bohr
Relative energy (zero: lowest compared OMol25 entry of this formula, charge and spin) = 262.1 kJ/mol
Frontier orbital gap = 8.0 eV

=====

ORCA calculation (ωB97M-V with the def2-TZVPD basis set) on C15H15AsF6N3O3Rh as an isolated structure.

Each line ends with the Mulliken charge.
Positions of all 44 atoms, in Å:
Rh  -0.211  0.098  0.657  0.547
O  -3.167  -2.482  1.229  -0.526
C  -2.118  -1.929  1.119  0.061
N  -1.919  -0.526  1.118  0.265
C  -2.944  0.441  1.296  0.028
O  -4.079  0.203  1.563  -0.529
C  -2.391  1.838  1.123  0.517
C  -3.190  2.948  1.215  -0.559
C  -2.593  4.199  1.064  -0.273
C  -1.232  4.282  0.836  -0.859
C  -0.482  3.117  0.746  -0.300
N  -1.070  1.929  0.886  0.238
C  -0.793  -2.654  1.009  0.458
C  -0.706  -4.017  1.128  -0.562
C  0.562  -4.596  1.106  -0.312
C  1.678  -3.787  0.989  -0.924
C  1.516  -2.416  0.854  -0.287
N  0.295  -1.878  0.842  0.304
H  -4.248  2.822  1.403  0.512
H  -3.192  5.097  1.127  0.457
H  -0.737  5.235  0.725  0.468
H  0.585  3.120  0.564  0.785
H  -1.612  -4.594  1.251  0.530
H  0.671  -5.667  1.201  0.460
H  2.676  -4.200  1.002  0.473
H  2.352  -1.738  0.759  0.721
C  -0.673  -0.085  -3.452  -1.541
C  0.263  0.007  -2.242  0.814
C  1.194  -1.182  -2.177  -1.202
O  -0.653  0.184  -1.146  -0.274
H  -0.055  0.002  -4.346  0.412
H  -1.405  0.720  -3.445  0.410
H  -1.199  -1.038  -3.462  0.379
H  0.865  0.916  -2.327  0.222
H  0.637  -2.116  -2.082  0.362
H  1.902  -1.078  -1.362  0.076
H  1.764  -1.213  -3.105  0.507
F  1.660  0.758  0.490  -0.671
As  3.550  1.499  0.322  1.976
F  3.216  1.385  -1.351  -0.414
F  5.113  2.096  0.182  -0.411
F  3.951  -0.174  0.320  -0.440
F  3.484  1.461  2.026  -0.449
F  2.736  3.012  0.347  -0.449

Summary:
Multiplicity = 2
Max |F| = 0.02399 Eh/bohr
Relative energy (zero: lowest compared OMol25 entry of this formula, charge and spin) = 71.9 kJ/mol
Frontier orbital gap (alpha / beta) = 7.6 / 6.5 eV
Total charge = +1

=====

ORCA calculation (ωB97M-V with the def2-TZVPD basis set) on a 6-piece molecular cluster, C15H15Cl12F9O6 overall.

Each line ends with the Mulliken charge.
Positions of all 57 atoms, in Å:
C  5.858  -2.363  0.663  0.226
Cl  5.758  -3.898  -0.163  -0.047
Cl  7.549  -1.902  0.830  -0.107
Cl  4.881  -1.156  -0.163  0.023
Cl  5.157  -2.581  2.264  -0.118
C  2.686  -6.634  -1.730  0.282
Cl  2.609  -6.533  -3.509  -0.097
Cl  4.262  -7.106  -1.104  -0.092
Cl  2.295  -5.020  -1.047  -0.021
Cl  1.561  -7.877  -1.185  -0.095
C  -2.360  1.161  -2.406  0.251
Cl  -2.350  2.585  -1.328  -0.107
Cl  -2.361  -0.307  -1.440  -0.085
Cl  -3.747  1.127  -3.554  -0.100
Cl  -0.876  1.251  -3.332  -0.041
C  2.075  -1.266  -1.801  -0.892
C  1.562  -1.589  -0.416  -0.333
O  0.701  -0.418  0.097  -0.147
C  0.464  -0.379  1.331  0.344
O  0.780  -1.185  2.153  -0.588
C  -0.416  0.849  1.642  0.944
F  -1.589  0.546  2.180  -0.260
F  0.254  1.611  2.589  -0.309
F  -0.620  1.648  0.649  -0.123
H  2.651  -0.354  -1.825  0.083
H  1.218  -1.185  -2.464  0.368
H  2.668  -2.090  -2.211  0.370
H  2.378  -1.795  0.266  0.201
H  0.858  -2.414  -0.478  0.500
C  -4.744  1.258  1.026  -0.630
C  -6.244  1.022  1.263  -0.567
O  -6.453  0.138  2.465  -0.299
C  -6.737  0.724  3.545  0.482
O  -6.950  1.896  3.771  -0.555
C  -6.829  -0.233  4.784  0.806
F  -6.244  -1.410  4.602  -0.238
F  -6.333  0.304  5.911  -0.247
F  -8.152  -0.446  4.999  -0.257
H  -4.696  1.639  0.005  0.235
H  -4.212  0.313  1.093  0.275
H  -4.361  2.016  1.708  0.317
H  -6.645  0.304  0.567  0.303
H  -6.799  1.943  1.399  0.389
C  3.278  2.034  0.648  -0.605
C  2.928  3.150  -0.295  -0.368
O  2.843  2.602  -1.681  -0.137
C  2.921  3.360  -2.706  0.329
O  2.992  4.559  -2.762  -0.554
C  2.752  2.513  -4.001  0.863
F  3.009  1.221  -3.806  -0.223
F  1.513  2.636  -4.470  -0.252
F  3.595  2.936  -4.955  -0.266
H  4.329  1.772  0.568  0.346
H  2.679  1.135  0.506  -0.223
H  3.134  2.400  1.672  0.402
H  3.607  3.992  -0.280  0.395
H  1.915  3.497  -0.084  0.250

Summary:
Max |F| = 0.09171 Eh/bohr
Frontier orbital gap = 10.9 eV

=====

ORCA calculation (ωB97M-V with the def2-TZVPD basis set) on C15H15Cl2NO3SSc as an isolated structure.

Each line ends with the Mulliken charge.
Positions of all 38 atoms, in Å:
Sc  1.012  -0.584  -0.504  0.577
Cl  -1.967  3.706  -6.151  -0.250
C  -1.246  2.996  -4.735  0.114
C  -1.284  3.740  -3.593  -0.525
C  -0.758  3.326  -2.397  -0.007
Cl  -1.129  4.169  -0.958  -0.203
C  -0.322  1.896  -2.196  0.514
O  0.104  1.459  -1.112  -0.297
C  -0.345  1.099  -3.391  0.593
C  0.152  -0.222  -3.442  -0.211
O  0.696  -0.896  -2.507  -0.621
C  -0.779  1.675  -4.666  -0.727
H  -1.773  4.673  -3.613  0.435
H  0.288  -0.519  -4.446  0.339
H  -0.661  1.067  -5.578  0.282
S  -2.230  -0.835  0.287  -0.436
C  -1.368  0.083  1.479  0.336
C  -2.068  0.525  2.637  -1.005
C  -1.332  0.891  3.763  -0.203
C  0.028  1.183  3.579  -0.648
C  0.591  1.015  2.322  -0.417
N  -0.063  0.376  1.316  0.376
H  -3.093  0.286  2.657  0.386
H  -1.816  1.124  4.717  0.340
H  0.512  1.655  4.404  0.402
H  1.526  1.480  1.993  0.384
C  2.593  -3.268  1.937  -1.422
C  1.247  -2.605  1.717  1.345
C  0.135  -3.608  1.988  -1.456
O  1.050  -2.308  0.313  -0.648
H  2.589  -3.975  2.828  0.309
H  3.351  -2.469  2.015  0.342
H  2.885  -3.728  1.017  0.337
H  1.073  -1.679  2.285  -0.177
H  0.299  -4.607  1.543  0.315
H  -0.836  -3.272  1.622  0.268
H  0.129  -3.726  3.099  0.394
H  2.808  -0.124  -0.229  -0.136

Summary:
Max |F| = 0.06586 Eh/bohr
Frontier orbital gap = 6.0 eV
Total charge = -1

=====

ORCA calculation (ωB97M-V with the def2-TZVPD basis set) on C15H15Cl45F12MnP2 as an isolated structure.

Each line ends with the Mulliken charge.
Positions of all 90 atoms, in Å:
Mn  -0.111  -1.511  -1.399  2.084
P  -0.851  -2.874  -3.864  1.523
F  -1.119  -1.270  -3.317  -0.562
F  -0.768  -2.343  -5.333  -0.336
F  0.741  -2.567  -3.664  -0.388
F  -0.556  -4.430  -4.209  -0.320
F  -0.920  -3.396  -2.113  -0.606
F  -2.380  -3.038  -3.836  -0.372
P  -0.662  0.641  0.632  1.374
F  -1.306  1.446  -0.496  -0.303
F  -1.899  0.717  1.604  -0.274
F  -1.463  -0.752  -0.165  -0.634
F  0.109  -0.570  1.509  -0.372
F  0.562  0.318  -0.498  -0.662
F  0.218  1.724  1.316  0.105
C  -0.384  1.666  5.357  -0.346
Cl  -1.409  2.766  4.412  -0.052
Cl  0.966  1.038  4.451  0.012
Cl  -1.334  0.362  5.995  -0.075
H  0.034  2.218  6.182  0.430
C  1.508  -4.503  -0.326  0.323
Cl  1.823  -2.653  -0.386  0.051
Cl  1.599  -5.170  -1.940  -0.046
Cl  0.016  -4.752  0.494  0.110
H  2.388  -4.756  0.231  -0.335
C  6.119  2.367  -1.369  -0.040
Cl  4.866  1.246  -1.100  0.164
Cl  7.661  1.614  -1.581  -0.126
Cl  6.199  3.563  -0.058  -0.122
H  5.883  2.960  -2.298  0.246
C  -4.958  0.816  -2.104  0.969
Cl  -5.877  0.895  -0.675  -0.054
Cl  -5.910  1.467  -3.474  -0.211
Cl  -4.372  -0.818  -2.395  -0.053
H  -4.101  1.435  -2.044  -0.694
C  -0.945  6.423  -1.269  0.378
Cl  -0.612  5.162  -2.519  -0.022
Cl  -2.636  6.814  -1.294  -0.087
Cl  0.038  7.888  -1.408  -0.146
H  -0.627  6.047  -0.346  -0.142
C  5.432  0.577  2.393  0.609
Cl  6.232  1.481  3.657  -0.130
Cl  3.917  -0.074  3.017  -0.062
Cl  6.375  -0.705  1.688  -0.103
H  5.264  1.359  1.627  -0.376
C  4.300  -4.272  2.697  0.436
Cl  2.518  -4.121  3.096  -0.048
Cl  4.714  -5.314  1.371  -0.128
Cl  5.215  -4.868  4.133  -0.135
H  4.584  -3.221  2.545  -0.153
C  -5.135  -5.761  1.033  -0.093
Cl  -6.760  -5.581  0.405  -0.122
Cl  -5.082  -5.201  2.732  -0.107
Cl  -3.934  -4.954  0.050  0.002
H  -4.907  -6.843  1.000  0.328
C  1.792  2.526  -4.205  0.347
Cl  2.977  3.355  -3.131  -0.102
Cl  1.488  0.844  -3.716  -0.032
Cl  2.304  2.523  -5.956  -0.126
H  0.878  3.079  -3.990  -0.176
C  -3.875  3.453  0.727  0.955
Cl  -3.840  3.769  -1.051  -0.125
Cl  -5.427  3.692  1.376  -0.092
Cl  -2.688  4.562  1.515  -0.128
H  -3.492  2.459  0.905  -0.599
C  1.906  3.895  2.519  0.783
Cl  2.567  3.911  0.902  -0.032
Cl  0.689  5.093  2.811  -0.113
Cl  3.168  4.028  3.780  -0.128
H  1.467  2.903  2.662  -0.592
C  -4.368  -0.634  3.388  0.548
Cl  -4.673  -1.602  2.028  -0.020
Cl  -4.785  -1.424  4.916  -0.162
Cl  -5.075  0.947  3.358  -0.117
H  -3.273  -0.395  3.469  -0.293
C  -3.178  2.644  -5.334  0.685
Cl  -3.040  4.397  -5.498  -0.136
Cl  -1.995  1.874  -4.244  -0.047
Cl  -3.290  1.914  -6.878  -0.125
H  -4.153  2.486  -4.854  -0.412
C  -1.835  -3.862  4.134  0.435
Cl  -0.832  -2.607  3.406  0.046
Cl  -1.579  -3.815  5.872  -0.134
Cl  -1.516  -5.408  3.439  -0.107
H  -2.861  -3.563  3.952  -0.228
C  5.674  -1.870  -2.814  0.484
Cl  4.201  -1.393  -3.649  -0.065
Cl  6.909  -2.261  -3.989  -0.137
Cl  5.424  -3.197  -1.671  -0.059
H  6.069  -1.019  -2.321  -0.301

Summary:
Multiplicity = 6
Max |F| = 0.08649 Eh/bohr
Frontier orbital gap (alpha / beta) = 10.5 / 10.1 eV

=====

- Among the records above, which one has the lowest max |F|?
  C15H15AsF6N3O3Rh

=====

- The highest max |F| belongs to which entry?
  C15H14N4OS

=====

- max |F| of number 1 (C15H14N4OS)?
  0.15510 Eh/bohr